(1)
C26H25N6O2SSn as an isolated structure, computed with ωB97M-V with the def2-TZVPD basis set.

Properties
Net charge: +1
Molar mass (g/mol): 604.304
HOMO energy (eV): -10.88
ΔE to the lowest compared entry with this formula, charge and spin (kcal/mol): 0.0

Cartesian coordinates (Å):
Sn  0.229  -0.737  0.574
N  0.509  -0.419  2.833
C  1.297  0.753  3.119
C  0.753  1.732  3.936
C  1.451  2.905  4.172
C  2.692  3.090  3.584
C  3.225  2.105  2.768
C  2.543  0.916  2.513
C  3.139  -0.101  1.602
C  4.518  -0.309  1.642
C  5.135  -1.198  0.775
C  4.378  -1.906  -0.143
C  3.001  -1.726  -0.175
C  2.370  -0.829  0.682
H  -0.377  -0.437  3.329
H  0.993  -1.281  3.082
H  -0.217  1.571  4.391
H  1.025  3.667  4.811
H  3.246  4.003  3.755
H  4.181  2.271  2.289
H  5.115  0.221  2.374
H  6.205  -1.345  0.830
H  4.848  -2.613  -0.814
H  2.410  -2.332  -0.854
N  0.246  -0.221  -1.753
N  0.486  1.097  -2.149
C  0.371  2.115  -1.268
N  0.366  3.335  -1.805
S  0.304  1.948  0.406
H  0.933  -0.840  -2.175
H  -0.707  -0.478  -2.011
H  0.291  1.299  -3.120
H  0.461  3.494  -2.794
H  0.337  4.133  -1.194
C  -0.152  -2.661  -0.181
C  -0.381  -3.742  -0.677
C  -0.654  -5.029  -1.248
C  -1.973  -5.460  -1.405
C  -2.235  -6.703  -1.955
C  -1.188  -7.524  -2.351
C  0.125  -7.101  -2.196
C  0.394  -5.859  -1.646
H  -2.782  -4.816  -1.087
H  -3.258  -7.034  -2.072
H  -1.396  -8.496  -2.779
H  0.941  -7.743  -2.500
H  1.415  -5.526  -1.515
C  -4.860  0.999  -1.033
N  -4.051  0.304  -0.036
C  -4.626  -0.355  1.016
C  -3.910  -1.078  1.888
C  -2.477  -1.138  1.720
O  -1.717  -1.787  2.439
N  -1.932  -0.397  0.685
C  -2.690  0.233  -0.261
O  -2.220  0.718  -1.289
H  -5.887  1.031  -0.680
H  -4.817  0.480  -1.989
H  -4.490  2.012  -1.170
H  -5.701  -0.261  1.087
H  -4.367  -1.611  2.706

Atoms 1-3, force components in eV/Å:
-0.042 0.075 -0.001
-0.051 -0.072 -0.034
0.006 0.019 0.020


(2)
C9H10O6 in the gas phase at a distorted geometry, computed with ωB97M-V with the def2-TZVPD basis set.

Properties
Net charge: 0
Molar mass (g/mol): 214.173
Structure (SMILES): CO[C@H](O)[C@H]1C(=O)Cc2c(O)oc(O)c21
HOMO energy (eV): -7.79
ΔE to the lowest compared entry with this formula, charge and spin (kcal/mol): 0.0

Cartesian coordinates (Å):
C  -1.775  -3.443  0.699
O  -0.984  -2.648  -0.154
C  -0.993  -1.283  0.179
O  -2.220  -0.683  -0.087
C  0.194  -0.660  -0.550
C  -0.252  0.338  -1.886
O  -1.068  -0.042  -2.667
C  0.380  1.909  -1.979
C  0.988  1.789  -0.599
C  1.589  2.638  0.265
O  1.940  3.930  0.150
O  1.855  2.018  1.453
C  1.406  0.733  1.344
O  1.534  -0.063  2.419
C  0.879  0.512  0.118
H  -1.706  -4.459  0.319
H  -2.819  -3.114  0.696
H  -1.392  -3.401  1.726
H  -0.845  -1.161  1.266
H  -2.388  -0.738  -1.039
H  0.860  -1.423  -0.940
H  1.080  1.965  -2.802
H  -0.446  2.600  -2.063
H  2.383  4.203  0.962
H  1.798  0.481  3.171

Atoms 1-3, force components in eV/Å:
-0.206 0.047 0.098
0.225 0.228 -0.176
0.144 -0.151 0.217


(3)
C5H8N2 in the gas phase at a distorted geometry, computed with ωB97M-V with the def2-TZVPD basis set.

Properties
Net charge: 0
Molar mass (g/mol): 96.133
Structure (SMILES): C[C@H]1CN1CC#N
HOMO energy (eV): -9.83
ΔE to the lowest compared entry with this formula, charge and spin (kcal/mol): 38.4

Cartesian coordinates (Å):
C  0.083  1.724  1.060
C  0.431  0.371  0.495
C  0.052  -0.892  1.172
N  -0.681  -0.428  0.001
C  -0.440  -1.183  -1.220
C  -0.166  -0.283  -2.352
N  0.097  0.422  -3.229
H  -0.784  1.655  1.724
H  -0.163  2.426  0.257
H  0.922  2.132  1.632
H  1.348  0.331  -0.098
H  0.713  -1.750  1.048
H  -0.499  -0.868  2.109
H  0.415  -1.875  -1.145
H  -1.328  -1.781  -1.453

Atoms 1-3, force components in eV/Å:
-0.011 0.022 0.031
0.146 0.157 -0.009
0.064 -0.167 0.248